Computed, not measured: an isolated molecule of C2H4N4O at a distorted geometry, with ωB97M-V with the def2-TZVPD basis set.

Last columns: bonded neighbours and bond lengths (Å).
Atoms and positions in Å:
1 O 2.30414 0.72912 1.54727  C7 1.350
2 N 0.07448 -0.63620 -0.91236  N4 1.431, C6 1.338, H10 0.983
3 N 0.10423 0.33769 1.01285  C6 1.356, C7 1.298
4 N 1.37155 -0.51814 -0.31990  N2 1.431, C7 1.290, H9 1.082
5 N -1.92150 0.49111 -0.21674  C6 1.321, H8 1.204, H11 1.237
6 C -0.67030 0.09283 -0.07285  N2 1.338, N3 1.356, N5 1.321
7 C 1.36397 0.09311 0.81631  O1 1.350, N3 1.298, N4 1.290
8 H -2.03718 1.34784 0.62173  N5 1.204
9 H 2.23016 -1.14085 -0.53579  N4 1.082
10 H 0.05268 -0.51312 -1.88695  N2 0.983
11 H -2.87222 -0.28337 -0.05358  N5 1.237

relative energy (zero: lowest compared OMol25 entry of this formula, charge and spin) = 91.7 kcal/mol
SMILES string = Nc1nc(=O)[nH][nH]1

Löwdin atomic charge list, values in e, 4 entries: atom 1 (O): -0.094, atom 2 (N): 0.131, atom 3 (N): 0.153, atom 4 (N): 0.088

Computed, not measured: an isolated molecule of C4H7NO2, with ωB97M-V with the def2-TZVPD basis set.

Last columns: bonded neighbours and bond lengths (Å).
Atoms and positions in Å:
1 O -1.58121 0.38842 -0.32886  C6 1.428, C7 1.348
2 O 0.99512 -0.48571 -2.46030  C5 1.208
3 N 0.27289 0.09465 0.93038  C4 1.457, C7 1.333, H8 1.018
4 C 1.02534 0.31909 2.15780  N3 1.457, H9 1.090, H10 1.093, H11 1.095
5 C -0.03781 0.07384 -2.17985  O2 1.208, C6 1.515, H14 1.109
6 C -1.10737 -0.54312 -1.30156  O1 1.428, C5 1.515, H12 1.096, H13 1.095
7 C -0.92577 0.66694 0.81591  O1 1.348, N3 1.333
8 H 0.73790 -0.46247 0.21574  N3 1.018
9 H 0.30680 0.48137 2.96146  C4 1.090
10 H 1.63682 -0.55678 2.39097  C4 1.093
11 H 1.67242 1.19852 2.07974  C4 1.095
12 H -0.73863 -1.47428 -0.85531  C6 1.096
13 H -1.98184 -0.77498 -1.91905  C6 1.095
14 H -0.27354 1.09079 -2.55304  C5 1.109

relative energy (zero: lowest compared OMol25 entry of this formula, charge and spin) = 75.4 kcal/mol

Löwdin atomic charge list, values in e, 4 entries: atom 1 (O): -0.126, atom 2 (O): 0.057, atom 3 (N): -0.078, atom 4 (C): -0.094

Computed, not measured: a 3-piece molecular cluster, C3H10N6 overall at a distorted geometry, with ωB97M-V with the def2-TZVPD basis set.

Last columns: bonded neighbours and bond lengths (Å).
Atoms and positions in Å:
1 N 2.03448 0.94790 0.06727  N3 1.364, C7 1.362
2 N 0.44587 -0.51262 -0.74867  C7 1.401, C8 1.429, H17 1.090
3 N 1.09325 1.81343 -0.40787  N1 1.364, H14 1.041, H16 0.958
4 N -0.36547 0.53784 1.36294  C8 1.341, H12 1.083
5 N -1.65807 -0.27030 -0.36949  C8 1.265, C9 1.491, H19 1.257
6 N 2.49453 -1.40834 0.36566  C7 1.412, H13 1.263, H15 0.941
7 C 1.67166 -0.35503 -0.08982  N1 1.362, N2 1.401, N6 1.412
8 C -0.54151 -0.10852 0.20178  N2 1.429, N4 1.341, N5 1.265
9 C -3.03532 -0.20938 0.19941  N5 1.491, H10 1.241
10 H -3.54462 -1.33403 0.07356  C9 1.241
11 H -2.54822 0.41228 1.46826  no bonds
12 H 0.65402 0.80092 1.61690  N4 1.083
13 H 3.36259 -0.88710 1.12062  N6 1.263
14 H 1.33736 2.80833 -0.59375  N3 1.041
15 H 2.80126 -2.15263 -0.12142  N6 0.941
16 H 0.36589 1.68833 -1.01914  N3 0.958
17 H 0.54821 -1.54432 -1.08397  N2 1.090
18 H -3.76778 0.77757 -0.70035  no bonds
19 H -1.34813 -1.00432 -1.34194  N5 1.257

relative energy (zero: lowest compared OMol25 entry of this formula, charge and spin) = 167.9 kcal/mol

Löwdin atomic charge list, values in e, 4 entries: atom 1 (N): -0.016, atom 2 (N): 0.038, atom 3 (N): -0.055, atom 4 (N): 0.075

Computed, not measured: a 2-piece molecular cluster, C16H31FN5O3S overall at a distorted geometry, with ωB97M-V with the def2-TZVPD basis set.

Last columns: bonded neighbours and bond lengths (Å).
Atoms and positions in Å:
1 S -5.15166 0.23009 -2.83959  C19 1.885, H56 1.398
2 F -3.06987 1.42533 3.99559  C21 1.358
3 O -5.69717 3.39047 2.99171  C15 1.360, C20 1.423
4 O -5.25443 3.55510 0.78544  C15 1.191
5 O -3.80468 2.49465 2.15592  C15 1.365, C21 1.415
6 N 0.81701 -1.85390 0.34879  N10 1.375, C11 1.485, C25 1.413
7 N 2.44166 -0.87092 -1.18511  C13 1.490, C25 1.335, H57 1.029
8 N 3.74944 4.15294 0.06499  C18 1.502, H45 1.028, H48 1.033
9 N 0.19522 0.10443 -0.77307  C22 1.416, C25 1.458
10 N -0.44144 -1.54121 0.80558  N6 1.375, C22 1.416, H30 1.020
11 C 1.44432 -3.08513 0.89337  N6 1.485, C12 1.591, H38 1.146, H51 1.146
12 C 2.21245 -3.97730 -0.17689  C11 1.591, C24 1.597, C26 1.615, H40 1.132
13 C 2.87709 0.13361 -2.19528  N7 1.490, C23 1.595, H35 1.136, H52 1.146
14 C 4.18575 2.42095 -1.67863  C18 1.596, C23 1.620, H39 1.132, H42 1.144
15 C -4.95072 3.18116 1.87469  O3 1.360, O4 1.191, O5 1.365
16 C -3.12050 -0.02709 -0.92515  C17 1.602, C19 1.592, H50 1.140, H55 1.146
17 C -2.11617 0.53294 0.18990  C16 1.602, C22 1.587, H34 1.139, H54 1.141
18 C 4.44185 2.83869 -0.15924  N8 1.502, C14 1.596, H27 1.144, H36 1.131
19 C -4.16061 1.05226 -1.46264  S1 1.885, C16 1.592, H43 1.136, H44 1.133
20 C -5.06396 2.67945 4.04902  O3 1.423, C21 1.497, H29 1.090, H46 1.093
21 C -3.65290 2.57166 3.56030  F2 1.358, O5 1.415, C20 1.497, H53 1.093
22 C -0.80054 -0.35257 0.12417  N9 1.416, N10 1.416, C17 1.587
23 C 2.75984 1.65393 -1.72851  C13 1.595, C14 1.620, H37 1.146, H47 1.140
24 C 1.44621 -4.16874 -1.56446  C12 1.597, H28 1.131, H32 1.142, H49 1.144
25 C 1.25123 -0.88202 -0.57999  N6 1.413, N7 1.335, N9 1.458
26 C 2.36294 -5.44954 0.46945  C12 1.615, H31 1.135, H33 1.135, H41 1.141
27 H 3.90090 2.06994 0.49229  C18 1.144
28 H 0.41494 -3.70756 -1.50940  C24 1.131
29 H -5.13902 3.22528 4.98971  C20 1.090
30 H -1.01409 -2.02595 1.49670  N10 1.020
31 H 2.85074 -6.16600 -0.26261  C26 1.135
32 H 2.05591 -3.76373 -2.44059  C24 1.142
33 H 1.34811 -5.87216 0.75175  C26 1.135
34 H -2.53690 0.48021 1.24723  C17 1.139
35 H 3.91087 -0.13236 -2.58415  C13 1.136
36 H 5.53579 2.85848 0.12551  C18 1.131
37 H 2.15887 2.20404 -2.53426  C23 1.146
38 H 2.10088 -2.85992 1.80501  C11 1.146
39 H 4.97258 1.73609 -2.11834  C14 1.132
40 H 3.26672 -3.58582 -0.30841  C12 1.132
41 H 3.01545 -5.44590 1.40509  C26 1.141
42 H 4.15401 3.35970 -2.33197  C14 1.144
43 H -3.67333 1.95565 -1.95024  C19 1.136
44 H -4.92615 1.38202 -0.69531  C19 1.133
45 H 3.17892 4.10264 0.91869  N8 1.028
46 H -5.54331 1.70414 4.16908  C20 1.093
47 H 2.15934 1.79337 -0.77011  C23 1.140
48 H 3.07645 4.32808 -0.69886  N8 1.033
49 H 1.31741 -5.28257 -1.79063  C24 1.144
50 H -3.63711 -0.98634 -0.59127  C16 1.140
51 H 0.58795 -3.72729 1.30245  C11 1.146
52 H 2.17280 0.00933 -3.09063  C13 1.146
53 H -3.02134 3.42704 3.81502  C21 1.093
54 H -1.77598 1.60318 -0.01319  C17 1.141
55 H -2.46806 -0.32891 -1.81799  C16 1.146
56 H -4.46441 -0.95750 -3.10487  S1 1.398
57 H 3.12071 -1.60640 -0.94610  N7 1.029

relative energy (zero: lowest compared OMol25 entry of this formula, charge and spin) = 59.3 kcal/mol
charge = +1

Löwdin atomic charge list, values in e, 4 entries: atom 1 (S): 0.639, atom 2 (F): 0.067, atom 3 (O): 0.089, atom 4 (O): 0.178

Asked for molecular weight across the records above, the calculation gives 100.1, 101.1, 130.2, 392.5 g/mol in order.
Asked for LUMO across the records above, the calculation gives 0.051, 0.634, 0.428, -2.602 eV in order.